1.
Density functional theory data (wB97M-V/def2-TZVPD) for a single C4H9ClO2Si molecule.

Atoms and positions in Å:
C -2.41 1.67 -0.34
C -0.98 1.63 0.11
O -0.26 2.31 0.79
O -0.46 0.42 -0.33
Si 1.16 0.17 0.03
C 1.52 -1.49 -0.84
C 1.26 -0.08 1.95
Cl 2.30 1.63 -0.76
H -2.35 1.48 -1.51
H -3.02 2.55 0.04
H -2.72 0.69 0.00
H 2.26 -2.04 -0.35
H 0.61 -2.10 -0.96
H 1.79 -1.28 -1.90
H 1.93 -0.82 2.17
H 1.53 0.81 2.37
H 0.36 -0.38 2.28

Results
Energy above the lowest of the compared OMol25 structures with the same formula, charge and spin   0.000 eV
E   -1058.084907 a.u.
SMILES   CC(=O)O[Si](C)(C)Cl
Orbital gap   11.062 eV

***

2.
Density functional theory data (wB97M-V/def2-TZVPD) for 2 unconnected molecules or ions with the total composition C4H12O4.

Atoms and positions in Å:
C 1.62 -0.89 0.56
O 0.57 0.30 0.42
C -0.81 -0.06 0.35
C -1.56 1.23 0.02
C -1.29 -0.68 1.66
O -1.00 -1.02 -0.66
H 1.27 -1.75 -0.01
H 1.64 -1.05 1.63
H 2.56 -0.51 0.17
H -1.44 1.95 0.83
H -2.62 1.01 -0.12
H -1.16 1.66 -0.89
H -1.03 -0.03 2.49
H -2.36 -0.82 1.62
H -0.83 -1.66 1.79
H -0.66 -0.66 -1.49
O 1.15 0.57 -1.98
O 2.50 0.89 -2.27
H 0.93 0.74 -0.89
H 2.53 0.79 -3.23

Results
Energy above the lowest of the compared OMol25 structures with the same formula, charge and spin   4.098 eV
E   -460.432057 a.u.
SMILES   COC(C)(C)O.OO
Orbital gap   9.837 eV

***

3.
Density functional theory data (wB97M-V/def2-TZVPD) for a molecular structure, C26H24MnN4Se.

Atoms and positions in Å:
Mn 0.86 -1.25 -0.14
C -3.00 -1.55 -3.61
C -3.35 -2.34 -2.53
C -2.74 -2.17 -1.30
C -1.76 -1.19 -1.14
C -1.41 -0.39 -2.23
C -2.02 -0.58 -3.46
N -1.03 -1.04 0.08
C -1.49 -1.44 1.30
C -2.83 -1.33 1.72
C -3.19 -1.76 2.97
C -2.26 -2.33 3.87
C -0.95 -2.45 3.51
C -0.57 -2.01 2.23
N 0.68 -2.16 1.67
N 1.64 -2.77 2.19
C 2.76 -2.84 1.29
C 3.91 -3.45 1.73
C 4.97 -3.56 0.84
C 4.84 -3.07 -0.45
C 3.65 -2.47 -0.82
N 2.63 -2.35 0.04
H -3.48 -1.69 -4.57
H -4.11 -3.11 -2.64
H -3.00 -2.82 -0.47
H -0.69 0.40 -2.09
H -1.74 0.05 -4.29
H -3.56 -0.87 1.06
H -4.21 -1.65 3.29
H -2.59 -2.67 4.84
H -0.21 -2.88 4.17
H 3.96 -3.82 2.74
H 5.90 -4.02 1.16
H 5.64 -3.15 -1.17
H 3.50 -2.05 -1.80
C -1.06 6.04 -0.01
C -0.39 4.70 -0.21
C 0.11 4.34 -1.45
C 0.76 3.12 -1.65
C 1.27 2.78 -3.03
C 0.89 2.25 -0.55
Se 1.97 0.69 -0.83
C 0.36 2.58 0.70
C 0.43 1.70 1.92
C -0.27 3.81 0.84
H -1.11 6.60 -0.94
H -0.50 6.64 0.72
H -2.07 5.92 0.38
H 0.00 5.01 -2.29
H 1.00 3.57 -3.73
H 0.85 1.84 -3.39
H 2.35 2.68 -3.04
H 0.57 0.65 1.68
H -0.49 1.79 2.50
H 1.26 2.00 2.57
H -0.69 4.07 1.81

Results
Energy above the lowest of the compared OMol25 structures with the same formula, charge and spin   0.731 eV
Charge   +1
<S²>   6.30
E   -4776.409462 a.u.
Spin multiplicity   5
Orbital gap (spin up / spin down)   5.077 / 5.851 eV

***

4.
Density functional theory data (wB97M-V/def2-TZVPD) for a single C2H6N4O molecule.

Atoms and positions in Å:
C -2.21 0.38 -0.21
O -1.14 1.08 0.43
N 0.13 0.62 0.25
N 1.01 1.29 -0.49
N 2.06 0.65 -0.63
C 1.99 -0.61 0.14
N 0.63 -0.71 0.59
H -3.00 0.49 0.51
H -1.95 -0.61 -0.20
H -2.57 0.61 -1.12
H 2.34 -1.46 -0.36
H 2.72 -0.45 1.00
H -0.02 -1.27 0.08

Results
Energy above the lowest of the compared OMol25 structures with the same formula, charge and spin   6.622 eV
E   -373.867026 a.u.
SMILES   CON1N=NCN1
Orbital gap   9.062 eV

***

5.
Density functional theory data (wB97M-V/def2-TZVPD) for 4 unconnected molecules or ions with the total composition C2H12NO3.

Atoms and positions in Å:
C 0.19 1.77 -0.18
C -1.09 1.67 -0.68
N 1.18 0.71 -0.44
H 0.53 2.55 0.47
H -1.83 2.36 -0.28
H -1.43 0.82 -1.26
H 1.00 0.16 -1.30
H 1.10 0.08 0.41
H 2.13 1.03 -0.43
H 1.47 -1.48 2.08
H -0.01 -1.08 2.06
O 0.89 -0.74 1.85
H -1.82 -1.93 3.09
H -2.06 -2.05 1.56
O -1.39 -2.15 2.25
H 0.75 -0.25 -3.71
H -0.28 -0.76 -2.65
O 0.67 -0.71 -2.85

Results
Energy above the lowest of the compared OMol25 structures with the same formula, charge and spin   1.764 eV
<S²>   0.75
E   -363.728111 a.u.
Spin multiplicity   2
Orbital gap (spin up / spin down)   3.616 / 8.827 eV

***

6.
Density functional theory data (wB97M-V/def2-TZVPD) for a molecular structure, C11H16CaGeO6S4.

Atoms and positions in Å:
Ca -0.99 1.08 -0.13
O 1.44 -1.48 1.36
C 0.72 -2.14 0.43
O 1.13 -2.50 -0.64
C -0.68 -2.42 0.94
O -1.40 -1.24 1.23
C -1.28 -0.80 2.60
C -2.07 0.49 2.78
O -2.72 0.61 3.82
O -1.93 1.34 1.82
H 2.13 -0.96 0.90
H -0.63 -3.05 1.83
H -1.21 -2.95 0.15
H -0.23 -0.60 2.83
H -1.68 -1.56 3.26
O 4.80 5.48 -1.46
C 3.85 4.74 -1.25
S 2.22 5.02 -1.85
C 1.43 3.62 -1.12
C 2.23 2.82 -0.38
S 1.79 1.38 0.52
S 3.92 3.31 -0.24
S -0.28 3.46 -1.48
C -4.74 -0.59 0.18
Ge -4.05 0.36 -1.40
C -4.12 2.29 -0.98
C -5.48 0.13 -2.74
C -2.27 -0.13 -1.83
H -5.82 -0.45 0.27
H -4.26 -0.22 1.10
H -4.52 -1.66 0.10
H -5.15 2.66 -0.97
H -3.56 2.85 -1.73
H -3.69 2.50 0.00
H -6.43 0.51 -2.34
H -5.61 -0.93 -3.00
H -5.24 0.68 -3.66
H -2.04 0.23 -2.84
H -2.18 -1.23 -1.84

Results
Energy above the lowest of the compared OMol25 structures with the same formula, charge and spin   0.300 eV
Charge   -2
E   -5227.672430 a.u.
Orbital gap   5.896 eV

***

7.
Density functional theory data (wB97M-V/def2-TZVPD) for a single C20H27ClN4O5 molecule.

Atoms and positions in Å:
C -6.53 -0.12 3.15
O -6.48 -1.06 2.10
C -5.68 -0.80 1.04
C -4.91 0.35 0.89
C -4.12 0.53 -0.24
N -3.33 1.67 -0.44
C -3.16 2.74 0.37
O -3.72 2.92 1.43
C -2.16 3.76 -0.20
C -0.82 3.13 -0.44
C -0.55 2.48 -1.76
N 0.00 3.21 0.53
N 1.22 2.61 0.52
C 1.55 1.35 0.21
O 0.82 0.48 -0.26
C 3.02 1.08 0.55
O 3.73 1.94 1.04
N 3.38 -0.16 0.23
C 4.70 -0.72 0.44
C 4.65 -1.86 1.47
C 6.05 -2.43 1.69
C 6.64 -2.92 0.38
C 6.69 -1.79 -0.65
C 5.29 -1.22 -0.88
C -4.09 -0.44 -1.25
O -3.28 -0.16 -2.32
C -3.17 -1.14 -3.33
C -4.85 -1.59 -1.10
C -5.64 -1.76 0.02
Cl -6.59 -3.19 0.18
H -5.54 0.03 3.60
H -7.21 -0.54 3.89
H -6.91 0.85 2.80
H -4.91 1.12 1.64
H -2.80 1.62 -1.29
H -2.06 4.55 0.54
H -2.57 4.16 -1.13
H 0.45 2.78 -2.10
H -0.53 1.40 -1.67
H -1.27 2.78 -2.51
H 1.93 3.11 1.05
H 2.65 -0.76 -0.15
H 5.31 0.10 0.84
H 4.24 -1.48 2.41
H 3.99 -2.64 1.09
H 6.00 -3.24 2.41
H 6.69 -1.65 2.11
H 7.65 -3.31 0.55
H 6.03 -3.74 -0.01
H 7.09 -2.16 -1.59
H 7.35 -1.00 -0.28
H 5.33 -0.39 -1.59
H 4.64 -1.99 -1.29
H -2.77 -2.08 -2.93
H -2.46 -0.73 -4.06
H -4.12 -1.32 -3.82
H -4.86 -2.36 -1.85

Results
E   -1833.757268 a.u.
SMILES   COc1cc(NC(=O)C/C(C)=N/NC(=O)C(=O)NC2CCCCC2)c(OC)cc1Cl
Orbital gap   8.331 eV

***

8.
Density functional theory data (wB97M-V/def2-TZVPD) for 2 unconnected molecules or ions with the total composition C3H6BrI.

Atoms and positions in Å:
C -1.60 0.35 -0.89
C -0.50 0.45 -0.19
C 0.18 -0.59 0.57
Br 0.42 2.15 -0.21
H -2.18 -0.50 -1.15
H -2.23 1.14 -1.21
H 0.96 -1.07 0.04
H -0.45 -1.51 0.92
H 0.70 -0.15 1.45
I 4.79 0.42 0.17
H 4.33 1.25 -1.03

Results
Energy above the lowest of the compared OMol25 structures with the same formula, charge and spin   1.540 eV
E   -2989.558641 a.u.
SMILES   C=C(C)Br.I
Orbital gap   10.086 eV

***

9.
Density functional theory data (wB97M-V/def2-TZVPD) for 2 unconnected molecules or ions with the total composition C4H7NO.

Atoms and positions in Å:
C 1.69 1.72 0.68
C 1.14 0.79 0.12
O 1.03 -0.33 -0.58
C 0.87 -1.52 0.20
H 1.91 2.71 0.97
H -0.10 -1.50 0.70
H 1.68 -1.62 0.92
H 0.88 -2.35 -0.51
C -1.68 0.75 -0.42
N -2.10 -0.39 -0.18
H -1.78 1.35 -1.33
H -0.90 1.23 0.35
H -2.63 -0.85 -0.93

Results
Energy above the lowest of the compared OMol25 structures with the same formula, charge and spin   4.977 eV
E   -286.448761 a.u.
SMILES   C#COC.C=N
Orbital gap   10.322 eV

***

10.
Density functional theory data (wB97M-V/def2-TZVPD) for a gas-phase ion, C3H6ClO2Si (charge -1).

Atoms and positions in Å:
C 2.15 -0.61 0.48
C 0.68 -0.33 0.39
C 0.38 0.97 0.27
O 0.99 1.97 -0.02
O -1.18 1.06 0.12
Si -2.14 0.30 -0.81
Cl -3.23 -1.08 0.31
H 2.32 -1.58 -0.16
H 2.58 0.19 0.02
H 2.73 -0.74 1.52
H -0.05 -1.02 0.98
H -1.97 -0.50 -2.13
H -3.26 1.36 -0.98

Results
Energy above the lowest of the compared OMol25 structures with the same formula, charge and spin   1.628 eV
Charge   -1
E   -1018.148864 a.u.
SMILES   C/C=C(\[O-])O[SiH2]Cl
Orbital gap   6.893 eV

***

11.
Density functional theory data (wB97M-V/def2-TZVPD) for a molecular structure, C33H53N2OP2SV.

Atoms and positions in Å:
C -0.36 2.48 1.89
C -0.70 2.97 -0.40
C -0.62 3.81 2.24
C -0.95 4.32 -0.10
C -0.93 4.74 1.23
H -0.56 4.12 3.28
H -1.14 5.03 -0.92
H -1.13 5.78 1.48
N -0.45 2.07 0.59
P 1.24 0.21 2.06
P -1.26 0.69 -1.95
C 0.09 1.45 2.90
H 0.52 1.95 3.79
H -0.77 0.84 3.23
C -0.53 2.44 -1.79
H -0.88 3.16 -2.54
C -0.76 0.13 -3.73
C -3.16 0.94 -1.86
C 2.95 1.07 1.97
C 1.32 -1.23 3.33
C 0.35 -0.94 -3.64
H -0.07 -1.92 -3.34
H 0.80 -1.05 -4.64
H 1.14 -0.68 -2.92
C -1.96 -0.55 -4.43
H -2.26 -1.47 -3.91
H -2.83 0.11 -4.54
H -1.64 -0.84 -5.45
C -0.25 1.32 -4.57
H -0.37 1.07 -5.65
H -0.81 2.25 -4.38
H 0.82 1.51 -4.40
C -3.86 -0.44 -1.97
H -3.15 -1.25 -1.77
H -4.65 -0.49 -1.20
H -4.33 -0.61 -2.95
C -3.51 1.52 -0.47
H -2.90 1.07 0.33
H -3.38 2.61 -0.44
H -4.57 1.30 -0.27
C -3.70 1.91 -2.93
H -2.88 2.33 -3.55
H -4.44 1.45 -3.60
H -4.19 2.76 -2.43
C 2.24 -2.33 2.76
H 1.84 -3.32 3.08
H 2.26 -2.31 1.66
H 3.27 -2.26 3.14
C -0.09 -1.82 3.48
H -0.85 -1.06 3.69
H -0.39 -2.37 2.58
H -0.08 -2.53 4.33
C 1.80 -0.77 4.72
H 1.16 -1.26 5.49
H 2.84 -1.04 4.94
H 1.69 0.32 4.85
C 2.80 2.29 1.03
H 3.23 3.21 1.46
H 3.35 2.07 0.09
H 1.75 2.46 0.76
C 3.92 0.07 1.30
H 3.41 -0.44 0.46
H 4.79 0.63 0.90
H 4.30 -0.68 2.01
C 3.51 1.58 3.31
H 2.83 2.30 3.80
H 3.73 0.76 4.01
H 4.46 2.10 3.11
V 0.00 0.00 0.00
C -1.53 -0.73 0.93
O -2.46 -1.28 1.40
N 1.43 1.10 -1.18
C 1.02 2.11 -1.85
C 1.92 3.01 -2.61
C 3.13 2.47 -3.13
C 1.66 4.38 -2.85
C 4.02 3.26 -3.85
H 3.32 1.41 -2.93
C 2.56 5.17 -3.57
H 0.74 4.83 -2.46
C 3.74 4.62 -4.07
H 4.94 2.82 -4.24
H 2.33 6.23 -3.73
H 4.44 5.24 -4.64
C -0.56 -3.64 -0.62
S 0.62 -2.24 -0.60
C 1.86 -3.47 -1.15
H -1.55 -3.24 -0.33
H -0.30 -4.41 0.15
H -0.70 -4.05 -1.64
H 2.05 -4.25 -0.38
H 1.62 -3.88 -2.16
H 2.82 -2.93 -1.28

Results
Energy above the lowest of the compared OMol25 structures with the same formula, charge and spin   0.615 eV
Charge   +1
<S²>   3.77
E   -3498.692744 a.u.
Spin multiplicity   4
Orbital gap (spin up / spin down)   7.771 / 6.822 eV

***

12.
Density functional theory data (wB97M-V/def2-TZVPD) for a single C5H7NO molecule.

Atoms and positions in Å:
C -0.87 -0.35 2.40
C -0.35 -0.59 1.00
O -0.13 -1.73 0.62
C -0.10 0.56 0.15
C 0.48 0.18 -1.02
C 0.99 -0.67 -1.92
N 0.88 0.82 -2.29
H -1.68 -1.07 2.59
H -1.23 0.68 2.54
H -0.06 -0.56 3.11
H -0.27 1.59 0.43
H 0.48 -1.45 -2.46
H 1.75 1.34 -2.31
H 0.13 1.24 -2.84

Results
Energy above the lowest of the compared OMol25 structures with the same formula, charge and spin   3.915 eV
E   -324.580587 a.u.
SMILES   C/C([O-])=C/C1=C[NH2+]1
Orbital gap   8.162 eV

***

13.
Density functional theory data (wB97M-V/def2-TZVPD) for 2 unconnected molecules or ions with the total composition C6H12O2.

Atoms and positions in Å:
C -1.75 -2.19 -2.24
C -0.51 -2.30 -1.35
C 0.09 -1.01 -0.84
C -0.50 0.18 -0.86
C 0.07 1.46 -0.35
C -0.07 1.81 0.92
O 0.40 2.92 1.56
H -1.53 -2.06 -3.31
H -2.41 -1.39 -1.89
H -2.32 -3.11 -2.23
H 0.30 -2.83 -1.84
H -0.83 -2.86 -0.46
H 1.13 -1.08 -0.49
H -1.43 0.29 -1.41
H 0.49 2.09 -1.13
H -0.45 1.10 1.65
H 0.51 3.65 0.93
O 1.87 -0.55 2.67
H 1.31 -0.01 2.09
H 2.73 -0.11 2.59

Results
Energy above the lowest of the compared OMol25 structures with the same formula, charge and spin   2.274 eV
E   -386.236593 a.u.
SMILES   CC/C=C/C=C/O.O
Orbital gap   9.908 eV

***

14.
Density functional theory data (wB97M-V/def2-TZVPD) for a molecular structure, C11H6F5N2O2SYb.

Atoms and positions in Å:
C 1.19 -2.21 -2.24
C 1.59 -1.19 -1.33
C 1.89 -0.08 -0.11
S 3.14 1.13 -0.90
C 2.68 -0.91 1.06
O 3.92 -0.52 1.43
O 2.15 -2.13 1.74
N 0.71 0.72 0.31
C -0.63 0.18 -0.13
C -1.17 -1.19 0.64
C -2.65 -1.80 0.16
C -3.39 -0.99 -1.07
C -2.63 0.33 -1.67
N -1.32 0.93 -1.23
C 0.75 1.32 1.67
F 2.02 2.03 2.03
F 0.43 0.44 2.81
C -0.42 2.52 1.70
F 0.07 3.49 2.75
F -1.73 2.03 2.20
F -0.48 3.30 0.44
H 1.01 -3.32 -2.63
H 2.28 2.05 -1.57
H -0.60 -1.73 1.51
H -3.16 -2.74 0.63
H -4.43 -1.33 -1.54
H -3.19 0.88 -2.57
Yb 1.97 -1.21 -4.11

Results
Charge   +1
E   -2738.017787 a.u.
Orbital gap   4.025 eV

***

15.
Density functional theory data (wB97M-V/def2-TZVPD) for a single C8H18O2S3 molecule.

Atoms and positions in Å:
C -1.61 0.68 1.74
C -3.77 0.76 0.34
C -2.19 -1.04 -0.05
C 1.93 -0.77 0.84
C 2.05 -1.06 -1.70
C 3.84 0.17 -0.42
C -2.34 0.35 0.48
C 2.35 -0.14 -0.50
O -0.04 0.70 -0.89
O 1.47 2.02 0.65
S -1.41 1.51 -0.86
S 1.45 1.43 -0.69
S -2.36 1.18 -2.52
H -0.50 0.47 1.77
H -1.90 1.65 2.12
H -2.03 -0.07 2.44
H -4.39 0.36 1.17
H -4.14 0.36 -0.64
H -3.81 1.82 0.25
H -2.54 -1.27 -1.10
H -1.27 -1.41 0.19
H -2.86 -1.65 0.66
H 0.73 -0.78 0.94
H 2.17 -1.90 0.89
H 2.52 -0.37 1.70
H 2.94 -1.32 -2.32
H 1.26 -0.68 -2.31
H 1.61 -1.97 -1.25
H 4.16 0.96 -1.13
H 4.17 0.71 0.50
H 4.52 -0.71 -0.31

Results
Energy above the lowest of the compared OMol25 structures with the same formula, charge and spin   0.000 eV
E   -1660.563048 a.u.
Orbital gap   8.681 eV

***

16.
Density functional theory data (wB97M-V/def2-TZVPD) for 2 unconnected molecules or ions with the total composition CH2N2O3.

Atoms and positions in Å:
N -1.87 0.97 0.06
C -1.47 -0.13 0.02
O -1.04 -1.19 -0.09
H -1.70 1.82 0.58
O 1.85 1.14 -0.33
N 1.15 0.16 -0.03
O 1.80 -0.94 -0.21
H 1.28 -1.82 0.02

Results
Energy above the lowest of the compared OMol25 structures with the same formula, charge and spin   1.327 eV
E   -374.430380 a.u.
SMILES   N=C=O.O=NO
Orbital gap   10.757 eV